Entry 1:
A cluster of 2 separate species, C2HO2P2 in total in a non-equilibrium geometry. Source: the Open Molecules 2025 dataset; level of theory: ωB97M-V/def2-TZVPD.

```
! RIJCOSX wB97M-V def2-TZVPD def2/J DEFGRID3
* xyz -1 1
C 2.773 -0.552 -0.178
C 0.541 0.703 -0.047
O 2.390 -1.319 0.601
O 3.422 0.065 -0.885
P 0.020 1.766 1.228
P 0.497 2.285 -0.860
H 0.119 -0.086 -0.541
*
```

Its HOMO energy (alpha / beta) is -1.5 / -1.6 eV. The value obtained for the HOMO-LUMO gap (alpha / beta) is 5.2 / 5.2 eV. For the energy above the lowest of the compared OMol25 structures with the same formula, charge and spin, the calculation gives 51.6 kcal/mol.

Here are the natural (NBO) charges for atoms 1 to 5, given in e: atom 1 (C): 1.04, atom 2 (C): -1.16, atom 3 (O): -0.56, atom 4 (O): -0.55, atom 5 (P): 0.03

---

Entry 2:
A cluster of 2 separate species, C2HO4 in total in a non-equilibrium geometry. Source: the Open Molecules 2025 dataset; level of theory: ωB97M-V/def2-TZVPD.

```
! RIJCOSX wB97M-V def2-TZVPD def2/J DEFGRID3
* xyz -1 1
C -1.270 -0.147 0.095
C 1.439 0.092 -0.234
O 1.595 0.534 0.849
O -1.097 -0.988 0.942
O 1.972 -0.337 -1.178
O -0.426 0.488 -0.597
H -2.212 0.359 0.124
*
```

Its HOMO energy is -5.0 eV. The value obtained for the HOMO-LUMO gap is 9.3 eV. For the energy above the lowest of the compared OMol25 structures with the same formula, charge and spin, the calculation gives 5.4 kcal/mol.

Here are the natural (NBO) charges for atoms 1 to 5, given in e: atom 1 (C): 0.63, atom 2 (C): 1.04, atom 3 (O): -0.64, atom 4 (O): -0.70, atom 5 (O): -0.64

---

Entry 3:
A cluster of 2 separate species, C2HO4P in total in a non-equilibrium geometry. Source: the Open Molecules 2025 dataset; level of theory: ωB97M-V/def2-TZVPD.

```
! RIJCOSX wB97M-V def2-TZVPD def2/J DEFGRID3
* xyz 0 3
C 3.409 -0.366 -0.085
C 0.384 -0.276 -0.095
O 3.517 -1.472 0.080
O 0.811 -1.308 -0.445
O 3.072 0.732 -0.289
O 0.480 2.191 0.585
P 0.768 1.497 -0.622
H -0.007 0.083 0.897
*
```

Its HOMO energy (alpha / beta) is -7.5 / -11.0 eV. The value obtained for the HOMO-LUMO gap (alpha / beta) is 7.7 / 8.5 eV. For the energy above the lowest of the compared OMol25 structures with the same formula, charge and spin, the calculation gives 0.0 kcal/mol.

Here are the natural (NBO) charges for atoms 1 to 5, given in e: atom 1 (C): 1.04, atom 2 (C): -0.04, atom 3 (O): -0.45, atom 4 (O): -0.43, atom 5 (O): -0.57

---

Entry 4:
A cluster of 2 separate species, C2HO4S in total in a non-equilibrium geometry. Source: the Open Molecules 2025 dataset; level of theory: ωB97M-V/def2-TZVPD.

```
! RIJCOSX wB97M-V def2-TZVPD def2/J DEFGRID3
* xyz -1 1
C 0.302 0.943 -0.075
C -0.393 0.403 -1.155
O 1.754 -1.208 0.783
O -0.951 0.780 -2.155
O -1.095 -1.084 2.474
O -0.169 -1.028 -0.902
S 0.429 -0.669 0.588
H 0.123 1.863 0.442
*
```

Its HOMO energy (alpha / beta) is -4.8 / -4.8 eV. The value obtained for the HOMO-LUMO gap (alpha / beta) is 7.0 / 7.1 eV. For the energy above the lowest of the compared OMol25 structures with the same formula, charge and spin, the calculation gives 139.1 kcal/mol.

Here are the natural (NBO) charges for atoms 1 to 5, given in e: atom 1 (C): -0.83, atom 2 (C): 0.69, atom 3 (O): -0.91, atom 4 (O): -0.63, atom 5 (O): -0.62

---

Entry 5:
The ion C2HO4S with charge -1 in a non-equilibrium geometry. Source: the Open Molecules 2025 dataset; level of theory: ωB97M-V/def2-TZVPD.

```
! RIJCOSX wB97M-V def2-TZVPD def2/J DEFGRID3
* xyz -1 1
O 1.889 -0.037 -1.081
C 0.999 -0.212 -0.295
C 0.042 0.911 0.190
O 0.493 2.022 0.362
O -1.173 0.756 0.628
S -1.968 -0.758 0.418
O -1.070 -1.596 -0.509
H 0.787 -1.086 0.287
*
```

The SMILES is O=CC(=O)OS[O-]. Its HOMO energy is -2.6 eV. The value obtained for the HOMO-LUMO gap is 6.5 eV. For the energy above the lowest of the compared OMol25 structures with the same formula, charge and spin, the calculation gives 37.6 kcal/mol.

Here are the natural (NBO) charges for atoms 1 to 5, given in e: atom 1 (O): -0.53, atom 2 (C): 0.37, atom 3 (C): 0.65, atom 4 (O): -0.62, atom 5 (O): -0.65

---

Entry 6:
A cluster of 2 separate species, C2HO5S in total in a non-equilibrium geometry. Source: the Open Molecules 2025 dataset; level of theory: ωB97M-V/def2-TZVPD.

```
! RIJCOSX wB97M-V def2-TZVPD def2/J DEFGRID3
* xyz -1 1
C -1.635 1.632 0.345
C -1.431 0.407 -0.216
O -2.576 -0.416 -0.284
O -1.726 2.828 0.230
O 2.894 -2.092 0.693
O 4.152 -0.132 -0.025
O -0.297 -0.110 -0.360
S 2.850 -0.799 0.005
H -2.230 -1.317 -0.387
*
```

Its HOMO energy (alpha / beta) is -1.8 / -1.8 eV. The value obtained for the HOMO-LUMO gap (alpha / beta) is 3.6 / 3.6 eV. For the energy above the lowest of the compared OMol25 structures with the same formula, charge and spin, the calculation gives 50.4 kcal/mol.

Here are the natural (NBO) charges for atoms 1 to 5, given in e: atom 1 (C): 0.29, atom 2 (C): 0.43, atom 3 (O): -0.75, atom 4 (O): -0.61, atom 5 (O): -0.84

---

Entry 7:
A structure of composition C2HO5S in a non-equilibrium geometry. Source: the Open Molecules 2025 dataset; level of theory: ωB97M-V/def2-TZVPD.

```
! RIJCOSX wB97M-V def2-TZVPD def2/J DEFGRID3
* xyz -1 1
C -0.804 0.871 0.094
C 0.563 0.518 -0.471
O -1.225 -0.338 0.522
O -1.485 1.856 -0.218
O -0.265 -2.248 -0.765
O 0.837 -1.531 1.323
O 0.567 1.153 0.708
S 0.144 -1.136 0.085
H 1.669 0.856 -1.278
*
```

Its HOMO energy is -4.2 eV. The value obtained for the HOMO-LUMO gap is 7.9 eV. For the energy above the lowest of the compared OMol25 structures with the same formula, charge and spin, the calculation gives 83.3 kcal/mol.

Here are the natural (NBO) charges for atoms 1 to 5, given in e: atom 1 (C): 0.75, atom 2 (C): -0.24, atom 3 (O): -0.67, atom 4 (O): -0.74, atom 5 (O): -0.93

---

Entry 8:
The ion C2IN2O with charge +1 in a non-equilibrium geometry. Source: the Open Molecules 2025 dataset; level of theory: ωB97M-V/def2-TZVPD.

```
! RIJCOSX wB97M-V def2-TZVPD def2/J DEFGRID3
* xyz 1 1
O 1.266 -1.556 -0.001
C 1.465 -0.447 0.007
N 1.286 0.792 0.001
N -0.014 0.912 0.005
C -1.036 0.326 -0.013
I -2.967 -0.028 0.000
*
```

The SMILES is O=C=N[N+]#CI. Its HOMO energy is -15.4 eV. The value obtained for the HOMO-LUMO gap is 8.9 eV. For the energy above the lowest of the compared OMol25 structures with the same formula, charge and spin, the calculation gives 8.1 kcal/mol.

Here are the natural (NBO) charges for atoms 1 to 5, given in e: atom 1 (O): -0.32, atom 2 (C): 0.93, atom 3 (N): -0.37, atom 4 (N): -0.09, atom 5 (C): 0.24

---

Entry 9:
A cluster of 2 separate species, C2IN2P in total in a non-equilibrium geometry. Source: the Open Molecules 2025 dataset; level of theory: ωB97M-V/def2-TZVPD.

```
! RIJCOSX wB97M-V def2-TZVPD def2/J DEFGRID3
* xyz 0 1
C -0.679 -1.300 -0.023
C 2.111 2.163 -0.028
N -0.359 -2.162 0.731
N 1.179 1.529 -0.346
P -1.352 -0.101 -1.039
I -3.518 0.136 0.115
*
```

Its HOMO energy (alpha / beta) is -9.3 / -9.2 eV. The value obtained for the HOMO-LUMO gap (alpha / beta) is 4.5 / 4.5 eV. For the energy above the lowest of the compared OMol25 structures with the same formula, charge and spin, the calculation gives 97.5 kcal/mol.

Here are the natural (NBO) charges for atoms 1 to 5, given in e: atom 1 (C): -0.26, atom 2 (C): 0.12, atom 3 (N): -0.10, atom 4 (N): -0.70, atom 5 (P): 0.85

---

Entry 10:
An isolated molecule of C2N2O2S3 in a non-equilibrium geometry. Source: the Open Molecules 2025 dataset; level of theory: ωB97M-V/def2-TZVPD.

```
! RIJCOSX wB97M-V def2-TZVPD def2/J DEFGRID3
* xyz 0 1
C -2.246 -0.389 0.100
C 0.621 1.589 -0.257
N -1.922 0.748 -0.163
N 1.569 1.053 -0.668
O 2.413 -0.774 1.273
O 0.971 -1.522 -0.496
S -2.759 -1.854 0.083
S -0.884 2.061 0.280
S 2.238 -0.912 -0.152
*
```

Its HOMO energy is -9.9 eV. The value obtained for the HOMO-LUMO gap is 8.3 eV. For the energy above the lowest of the compared OMol25 structures with the same formula, charge and spin, the calculation gives 11.2 kcal/mol.

Here are the natural (NBO) charges for atoms 1 to 5, given in e: atom 1 (C): 0.24, atom 2 (C): 0.11, atom 3 (N): -0.66, atom 4 (N): -0.37, atom 5 (O): -0.89

---

Entry 11:
A structure of composition C2N4O in a non-equilibrium geometry. Source: the Open Molecules 2025 dataset; level of theory: ωB97M-V/def2-TZVPD.

```
! RIJCOSX wB97M-V def2-TZVPD def2/J DEFGRID3
* xyz 0 1
C -0.280 -0.930 0.026
C 1.873 0.149 -0.005
N -1.426 -1.254 -0.047
N 2.987 0.424 -0.093
N -1.570 1.324 0.025
N 0.630 -0.120 0.167
O -2.215 0.407 -0.072
*
```

Its HOMO energy (alpha / beta) is -9.9 / -9.9 eV. The value obtained for the HOMO-LUMO gap (alpha / beta) is 7.6 / 7.6 eV. For the energy above the lowest of the compared OMol25 structures with the same formula, charge and spin, the calculation gives 55.8 kcal/mol.

Here are the natural (NBO) charges for atoms 1 to 5, given in e: atom 1 (C): 0.54, atom 2 (C): 0.41, atom 3 (N): -0.44, atom 4 (N): -0.34, atom 5 (N): 0.37

---

Entry 12:
A structure of composition C2N4OS in a non-equilibrium geometry. Source: the Open Molecules 2025 dataset; level of theory: ωB97M-V/def2-TZVPD.

```
! RIJCOSX wB97M-V def2-TZVPD def2/J DEFGRID3
* xyz 0 1
C 0.440 -0.372 -0.241
C -1.546 -0.526 -0.188
N -0.004 0.926 -0.407
N 0.958 1.565 0.219
N 1.825 0.730 0.673
N 1.492 -0.522 0.509
O -2.499 -0.121 0.300
S -0.666 -1.679 -0.864
*
```

Its HOMO energy is -10.5 eV. The value obtained for the HOMO-LUMO gap is 9.3 eV. For the energy above the lowest of the compared OMol25 structures with the same formula, charge and spin, the calculation gives 28.2 kcal/mol.

Here are the natural (NBO) charges for atoms 1 to 5, given in e: atom 1 (C): 0.08, atom 2 (C): 0.53, atom 3 (N): -0.31, atom 4 (N): -0.08, atom 5 (N): -0.06

---

Number 1: E_tot -24761.296 eV. Number 2: E_tot -10282.137 eV. Number 3: E_tot -19566.105 eV. Number 4: E_tot -21110.684 eV. Number 5: E_tot -21115.087 eV. Number 6: E_tot -23161.807 eV. Number 7: E_tot -23160.377 eV. Number 8: E_tot -15190.379 eV. Number 9: E_tot -22438.137 eV. Number 10: E_tot -41651.958 eV. Number 11: E_tot -10075.775 eV. Number 12: E_tot -20912.351 eV.